(1)
ORCA calculation (wB97M-V/def2-TZVPD) on C28H35MnN5P2S as an isolated structure in a non-equilibrium geometry.

Each line ends with the Mulliken charge.
Positions of all 72 atoms, in Å:
Mn (2.842, -1.571, 4.181)  0.47
C (5.074, -0.796, -0.240)  -1.45
C (4.093, -0.119, 0.342)  -0.54
C (2.689, 0.052, -0.145)  -0.37
C (1.527, -0.954, 0.083)  0.78
C (1.862, -2.400, 0.279)  -0.28
C (2.917, -3.050, -0.237)  -0.80
C (3.672, -2.603, -1.434)  -0.99
C (5.056, -2.001, -1.108)  -0.51
C (2.774, -3.574, 3.554)  -0.92
H (6.103, -0.423, -0.205)  0.31
H (4.354, 0.532, 1.195)  0.76
H (2.708, 0.198, -1.240)  0.36
H (2.339, 0.992, 0.319)  0.20
H (0.935, -0.662, 0.974)  0.15
H (0.846, -0.818, -0.789)  0.10
H (1.194, -2.909, 0.997)  0.58
H (3.317, -3.930, 0.280)  0.41
H (3.086, -1.921, -2.063)  0.36
H (3.894, -3.524, -1.997)  0.42
H (5.666, -2.794, -0.606)  0.37
H (5.551, -1.767, -2.078)  0.38
H (3.506, -3.723, 2.768)  0.07
H (1.735, -3.851, 3.262)  0.33
H (3.116, -4.007, 4.515)  0.39
P (-2.180, -0.557, 0.371)  -0.08
P (-0.551, 2.412, 0.171)  -0.10
N (-2.572, -1.768, -0.858)  0.50
N (-3.772, -0.704, 1.187)  0.46
N (-0.241, 2.644, -1.623)  0.35
N (-0.627, 4.122, 0.585)  0.36
C (-2.661, 0.852, -0.719)  -0.71
C (-2.370, 2.214, -0.077)  -1.34
C (-2.027, -3.058, -0.914)  -0.52
C (-2.688, -3.771, -1.906)  -0.62
C (-3.666, -2.906, -2.494)  -0.79
C (-3.580, -1.681, -1.826)  -0.06
C (-3.891, -1.073, 2.533)  -0.43
C (-5.216, -0.930, 2.919)  -0.62
C (-5.954, -0.459, 1.775)  -0.64
C (-5.049, -0.363, 0.728)  -0.08
C (0.856, 2.008, -2.215)  -0.44
C (0.805, 2.191, -3.590)  -0.52
C (-0.357, 2.975, -3.876)  -1.00
C (-1.001, 3.199, -2.659)  -0.22
C (-0.874, 5.255, -0.194)  -0.11
C (-0.949, 6.366, 0.625)  -0.64
C (-0.789, 5.910, 1.971)  -0.50
C (-0.638, 4.536, 1.927)  -0.46
H (-3.731, 0.859, -0.962)  0.10
H (-2.101, 0.707, -1.660)  0.75
H (-2.780, 3.017, -0.708)  0.48
H (-2.826, 2.312, 0.926)  0.58
H (-1.204, -3.315, -0.254)  0.33
H (-2.489, -4.790, -2.204)  0.42
H (-4.362, -3.123, -3.280)  0.46
H (-4.098, -0.758, -2.023)  0.34
H (-3.009, -1.389, 3.073)  0.38
H (-5.624, -1.136, 3.901)  0.40
H (-7.010, -0.206, 1.733)  0.42
H (-5.219, -0.078, -0.299)  0.21
H (1.583, 1.512, -1.603)  0.20
H (1.521, 1.794, -4.290)  0.44
H (-0.664, 3.339, -4.845)  0.45
H (-1.928, 3.716, -2.466)  0.49
H (-0.983, 5.169, -1.273)  0.36
H (-1.084, 7.397, 0.292)  0.41
H (-0.801, 6.525, 2.868)  0.40
H (-0.531, 3.793, 2.712)  0.31
S (4.837, -1.161, 3.208)  -0.39
C (5.532, -2.530, 2.594)  0.65
N (6.105, -3.452, 2.115)  -0.57

Output
- Multiplicity: 6
- LUMO level (alpha / beta): -1.77 / -1.92 eV
- HOMO level (alpha / beta): -8.1006 / -8.3669 eV
- Kohn-Sham gap (alpha / beta): 6.33 / 6.45 eV
- Relative energy (zero: lowest compared OMol25 entry of this formula, charge and spin): 0.364 eV


(2)
ORCA calculation (wB97M-V/def2-TZVPD) on C28H35MnO2PSb as an isolated structure in a non-equilibrium geometry.

Each line ends with the Mulliken charge.
Positions of all 68 atoms, in Å:
Mn (0.733, 0.215, 0.610)  0.59
O (0.974, 0.786, 2.562)  -0.66
C (0.724, -0.401, 2.369)  0.61
C (0.256, -1.585, 3.014)  -0.38
C (0.238, -1.839, 4.391)  -0.64
C (-0.233, -3.055, 4.841)  -0.59
C (-0.700, -4.010, 3.940)  -0.69
C (-0.705, -3.758, 2.573)  -0.68
C (-0.225, -2.549, 2.101)  0.54
P (-0.173, -1.936, 0.383)  1.15
C (-1.623, -0.817, 0.254)  0.51
C (-1.775, -0.197, -0.996)  -0.51
C (-2.868, 0.614, -1.251)  -0.70
C (-3.809, 0.834, -0.253)  -0.68
C (-3.660, 0.233, 0.989)  -0.70
C (-2.577, -0.597, 1.246)  -0.57
C (-0.675, -3.391, -0.594)  0.44
C (-1.910, -3.505, -1.226)  -0.24
C (-2.225, -4.665, -1.920)  -0.77
C (-1.318, -5.710, -1.986)  -0.49
C (-0.089, -5.604, -1.349)  -0.79
C (0.236, -4.448, -0.660)  -0.22
H (0.593, -1.081, 5.077)  0.58
H (-0.239, -3.271, 5.901)  0.43
H (-1.069, -4.956, 4.312)  0.45
H (-1.079, -4.505, 1.885)  0.49
H (-1.043, -0.396, -1.772)  0.64
H (-2.986, 1.065, -2.229)  0.57
H (-4.661, 1.474, -0.442)  0.41
H (-4.401, 0.397, 1.761)  0.44
H (-2.470, -1.066, 2.217)  0.43
H (-2.633, -2.704, -1.169)  0.30
H (-3.190, -4.750, -2.403)  0.43
H (-1.567, -6.608, -2.536)  0.41
H (0.614, -6.426, -1.391)  0.41
H (1.196, -4.356, -0.164)  0.42
C (-1.915, 4.236, 0.654)  -1.23
C (-1.267, 3.857, -0.673)  -0.76
Sb (0.457, 2.565, -0.468)  -0.03
C (1.796, 3.987, 0.480)  -0.64
C (1.929, 5.322, -0.246)  -1.20
C (1.129, 2.844, -2.501)  -0.92
C (0.353, 1.973, -3.486)  -1.09
H (-2.708, 4.969, 0.495)  0.40
H (-1.194, 4.677, 1.345)  0.31
H (-2.361, 3.365, 1.137)  0.26
H (-0.885, 4.737, -1.194)  0.57
H (-1.985, 3.362, -1.327)  0.51
H (2.765, 3.489, 0.553)  0.34
H (1.437, 4.138, 1.499)  0.45
H (2.288, 5.192, -1.266)  0.28
H (2.643, 5.958, 0.279)  0.45
H (0.977, 5.852, -0.282)  0.26
H (2.197, 2.623, -2.542)  0.48
H (0.993, 3.901, -2.729)  0.63
H (0.435, 0.915, -3.230)  0.17
H (0.739, 2.103, -4.499)  0.41
H (-0.703, 2.249, -3.498)  0.29
C (3.869, -0.202, -2.057)  -1.10
O (2.597, -0.038, -1.393)  0.16
C (2.479, 0.119, -0.095)  0.36
C (3.722, 0.251, 0.735)  -1.49
H (4.450, 0.718, -2.007)  0.41
H (3.627, -0.422, -3.091)  0.24
H (4.424, -1.030, -1.622)  0.41
H (4.651, 0.311, 0.167)  0.59
H (3.780, -0.594, 1.422)  0.26
H (3.618, 1.141, 1.357)  0.29

Output
- Multiplicity: 2
- LUMO level (alpha / beta): -3.19 / -3.22 eV
- HOMO level (alpha / beta): -10.6321 / -10.1251 eV
- Kohn-Sham gap (alpha / beta): 7.44 / 6.91 eV
- Charge: +1
- Relative energy (zero: lowest compared OMol25 entry of this formula, charge and spin): 0.887 eV


(3)
ORCA calculation (wB97M-V/def2-TZVPD) on C28H35N10OS2Tl as an isolated structure in a non-equilibrium geometry.

Each line ends with the Mulliken charge.
Positions of all 77 atoms, in Å:
Tl (-0.445, -0.485, -0.460)  1.55
C (2.705, -0.815, 3.138)  -1.80
C (1.532, -0.910, 2.214)  0.46
N (1.118, 0.039, 1.462)  1.16
N (1.764, 1.213, 1.457)  -1.52
C (1.081, 2.180, 0.867)  0.53
N (1.748, 3.349, 0.748)  -0.44
S (-0.552, 2.145, 0.310)  -0.53
C (0.743, -2.160, 2.131)  0.71
C (0.968, -3.217, 3.009)  -0.98
C (0.182, -4.353, 2.924)  -0.58
C (-0.816, -4.416, 1.966)  -1.16
C (-0.972, -3.332, 1.120)  0.28
N (-0.213, -2.245, 1.194)  0.35
H (3.275, 0.077, 2.893)  0.41
H (2.382, -0.742, 4.179)  0.37
H (3.349, -1.691, 3.047)  0.39
H (2.740, 3.340, 0.913)  0.23
H (1.339, 4.080, 0.197)  0.22
H (1.744, -3.140, 3.755)  0.45
H (0.347, -5.179, 3.603)  0.41
H (-1.456, -5.280, 1.864)  0.47
H (-1.717, -3.335, 0.336)  0.21
C (-4.431, 1.000, 2.144)  -1.13
N (-4.918, 0.076, 1.139)  0.11
C (-6.191, 0.461, 0.546)  -1.17
C (-3.993, -0.624, 0.392)  0.46
N (-2.727, -0.356, 0.428)  -0.21
N (-4.506, -1.645, -0.362)  0.24
C (-5.524, -2.528, 0.167)  -1.16
C (-3.767, -2.154, -1.499)  -1.00
H (-5.245, 1.227, 2.833)  0.30
H (-4.077, 1.943, 1.709)  0.38
H (-3.618, 0.550, 2.710)  0.34
H (-6.170, 1.516, 0.254)  0.38
H (-7.004, 0.317, 1.261)  0.31
H (-6.389, -0.134, -0.340)  0.38
H (-2.557, 0.563, 0.827)  -0.14
H (-5.942, -2.121, 1.083)  0.39
H (-5.093, -3.511, 0.389)  0.32
H (-6.331, -2.670, -0.556)  0.32
H (-3.063, -1.408, -1.856)  0.21
H (-4.471, -2.380, -2.305)  0.44
H (-3.227, -3.075, -1.260)  0.30
N (1.502, -0.192, -1.539)  -0.61
C (2.444, -0.903, -1.975)  -0.30
C (3.542, -0.251, -2.779)  0.50
C (4.825, -0.793, -2.816)  -0.27
C (5.839, -0.163, -3.523)  -0.82
C (5.578, 1.010, -4.216)  -0.37
C (4.299, 1.554, -4.187)  -0.69
C (3.292, 0.931, -3.468)  -0.37
C (2.569, -2.393, -1.801)  -0.11
C (2.694, -3.228, -2.909)  -0.15
C (2.684, -4.606, -2.755)  -0.96
C (2.584, -5.165, -1.487)  -0.66
C (2.510, -4.338, -0.376)  -0.47
C (2.504, -2.961, -0.539)  0.07
H (5.035, -1.712, -2.281)  0.41
H (6.834, -0.590, -3.535)  0.39
H (6.364, 1.498, -4.777)  0.39
H (4.084, 2.467, -4.728)  0.41
H (2.299, 1.359, -3.431)  0.35
H (2.795, -2.791, -3.896)  0.79
H (2.761, -5.246, -3.625)  0.41
H (2.579, -6.241, -1.367)  0.39
H (2.456, -4.764, 0.619)  0.43
H (2.456, -2.302, 0.316)  0.57
O (-0.881, 1.089, -4.658)  -0.59
S (-0.678, 1.126, -3.206)  0.51
N (-1.409, 0.096, -2.415)  -0.58
C (-0.543, -2.467, -4.490)  -1.18
C (-0.572, -2.767, -3.065)  0.61
N (-0.588, -2.907, -1.926)  -0.25
H (0.492, -2.446, -4.830)  0.21
H (-0.978, -1.477, -4.636)  0.31
H (-1.096, -3.221, -5.048)  0.39

Output
- LUMO level: -0.12 eV
- HOMO level: -7.3151 eV
- Kohn-Sham gap: 7.19 eV